The following is a quantum chemistry calculation of 2 unconnected molecules or ions with the total composition H2NO4P in a non-equilibrium geometry, from OMol25.

The calculation puts the gap between HOMO and LUMO at 6.236 eV. As for the net charge: -2. As for the HOMO energy: 1.35 eV. For the energy relative to the best compared isomer or geometry (same formula, charge and spin), the calculation gives 0.9173 eV.

Positions of all 8 atoms, in Å:
N1 0.34234 0.53354 0.12206
O1 -3.69007 0.67022 -0.84930
O2 -1.99579 -1.23669 -0.61536
O3 -2.93787 -0.11307 1.47725
O4 -0.67674 1.51327 -0.00322
P1 -2.68945 -0.05709 -0.00189
H1 0.29754 -0.03020 -0.74407
H2 -0.00980 -0.12022 0.83741